Entry 1:
A molecular structure, C20H18BF3O in a non-equilibrium geometry. Source: OMol25; level of theory: ωB97M-V/def2-TZVPD.

```
! RIJCOSX wB97M-V def2-TZVPD def2/J DEFGRID3
* xyz 0 1
C 2.257 -3.906 3.127
C 1.799 -3.021 2.080
C 2.245 -2.898 0.748
C 1.273 -2.189 0.104
C 0.188 -1.749 1.018
B 3.163 2.659 0.933
F 4.030 2.820 -0.112
F -1.058 -2.485 0.832
F 3.737 2.370 2.102
O 0.709 -2.212 2.316
H 2.970 -4.648 2.727
H 2.778 -3.345 3.904
H 1.437 -4.392 3.707
H 3.106 -3.390 0.316
H 1.185 -1.828 -0.873
C 0.137 -0.141 0.694
C 0.744 1.164 1.295
C 0.075 1.760 2.373
C 0.278 3.141 2.754
C 1.050 3.990 1.987
C 1.732 3.490 0.803
C 1.631 2.004 0.469
C -0.509 0.104 -0.595
C -1.788 -0.373 -0.848
C -2.420 -0.242 -2.154
C -3.553 -1.021 -2.480
C -4.115 -0.965 -3.734
C -3.582 -0.138 -4.746
C -2.457 0.632 -4.426
C -1.879 0.597 -3.179
H -0.514 -0.636 1.515
H -0.701 1.194 2.886
H -0.243 3.515 3.645
H 1.130 5.052 2.218
H 1.858 4.211 -0.012
H 1.697 1.741 -0.602
H -0.065 0.805 -1.312
H -2.323 -0.923 -0.053
H -3.946 -1.661 -1.666
H -4.993 -1.538 -3.940
H -4.017 -0.094 -5.704
H -2.034 1.305 -5.158
H -1.011 1.242 -2.957
*
```

Results
* maximum force: 6.30 eV/A
* HOMO: -5.47 eV
* E_LUMO: -2.11 eV
* gap between HOMO and LUMO: 3.36 eV

These are the natural (NBO) partial charges, in e, on atoms 1 to 4: -0.6916 0.4252 -0.3250 -0.1558


Entry 2:
C20H18Cl2N2O in the gas phase in a non-equilibrium geometry. Source: OMol25; level of theory: ωB97M-V/def2-TZVPD.

```
! RIJCOSX wB97M-V def2-TZVPD def2/J DEFGRID3
* xyz 0 1
C 6.702 2.463 0.930
C 5.371 2.075 1.097
C 4.339 2.911 1.625
C 2.949 2.531 1.475
C 2.512 1.319 0.921
C 1.106 1.094 0.604
C -0.099 1.533 1.032
C -1.370 1.118 0.460
N -1.384 0.659 -0.834
N -2.587 0.314 -1.378
C -2.408 -0.767 -2.307
C -2.495 -2.085 -1.676
C -3.734 -2.795 -1.434
C -3.760 -4.093 -0.964
C -2.545 -4.820 -0.787
Cl -2.505 -6.383 -0.280
C -1.279 -4.190 -0.953
Cl 0.384 -4.825 -0.747
C -1.343 -2.803 -1.352
C -3.799 0.779 -0.881
O -4.831 0.537 -1.501
C -3.968 1.395 0.473
C -2.649 1.151 1.327
C 3.471 0.382 0.579
C 4.896 0.725 0.650
H 7.070 2.190 -0.120
H 6.839 3.553 1.093
H 7.348 1.782 1.593
H 4.590 3.887 2.097
H 2.213 3.134 1.877
H 1.102 0.414 -0.235
H -0.119 2.206 1.863
H -3.133 -0.615 -3.121
H -1.453 -0.542 -2.868
H -4.696 -2.264 -1.685
H -4.760 -4.544 -0.843
H -0.433 -2.350 -1.459
H -4.078 2.421 0.225
H -4.735 0.963 1.182
H -2.519 1.919 2.119
H -2.924 0.215 1.810
H 3.145 -0.573 0.218
H 5.569 -0.020 0.176
*
```

Results
* maximum force: 7.12 eV/A
* HOMO: -7.90 eV
* E_LUMO: -0.28 eV
* gap between HOMO and LUMO: 7.62 eV
* structure (SMILES): Cc1ccc(/C=C/C2=NN(Cc3ccc(Cl)c(Cl)c3)C(=O)CC2)cc1

These are the natural (NBO) partial charges, in e, on atoms 1 to 4: -0.6484 -0.0154 -0.2087 -0.1650


Entry 3:
C20H18ClFN2O3S in the gas phase. Source: OMol25; level of theory: ωB97M-V/def2-TZVPD.

```
! RIJCOSX wB97M-V def2-TZVPD def2/J DEFGRID3
* xyz 0 1
N 7.690 1.162 -0.515
S 7.001 -0.346 -0.172
O 7.570 -0.810 1.062
O 7.126 -1.155 -1.351
C 5.309 0.109 0.074
C 4.441 0.119 -0.999
C 3.131 0.514 -0.824
C 2.670 0.909 0.440
N 1.407 1.382 0.664
C 0.255 1.160 -0.180
C -0.457 -0.137 0.140
C 0.235 -1.336 0.091
C -0.397 -2.525 0.415
Cl 0.489 -4.008 0.347
C -1.729 -2.529 0.786
C -2.430 -1.337 0.838
C -1.807 -0.134 0.524
O -2.420 1.085 0.562
C -3.762 1.163 0.985
C -4.750 0.568 0.010
C -4.449 0.404 -1.334
C -5.379 -0.135 -2.206
C -6.630 -0.513 -1.749
C -6.955 -0.354 -0.412
C -6.012 0.182 0.442
F -6.326 0.330 1.751
C 3.575 0.884 1.515
C 4.882 0.490 1.333
H 8.090 1.178 -1.439
H 8.373 1.416 0.180
H 4.806 -0.198 -1.963
H 2.466 0.514 -1.674
H 1.175 1.507 1.639
H 0.571 1.164 -1.224
H -0.438 1.991 -0.031
H 1.276 -1.342 -0.195
H -2.221 -3.456 1.035
H -3.468 -1.364 1.124
H -3.887 0.708 1.976
H -3.954 2.238 1.081
H -3.474 0.700 -1.691
H -5.125 -0.258 -3.248
H -7.355 -0.932 -2.429
H -7.921 -0.639 -0.026
H 3.230 1.179 2.495
H 5.581 0.454 2.152
*
```

Results
* maximum force: 0.78 eV/A
* HOMO: -8.19 eV
* E_LUMO: 0.57 eV
* gap between HOMO and LUMO: 8.76 eV
* structure (SMILES): NS(=O)(=O)c1ccc(NCc2cc(Cl)ccc2OCc2ccccc2F)cc1

These are the natural (NBO) partial charges, in e, on atoms 1 to 4: -1.0757 2.3053 -0.9419 -0.9422


Entry 4:
2 unconnected molecules or ions with the total composition C20H18ClN3S in a non-equilibrium geometry. Source: OMol25; level of theory: ωB97M-V/def2-TZVPD.

```
! RIJCOSX wB97M-V def2-TZVPD def2/J DEFGRID3
* xyz 0 1
S -0.915 1.022 2.720
C 0.078 0.156 1.751
N 1.036 0.789 0.955
C 1.837 0.289 0.022
C 0.898 -0.509 -0.878
C -0.092 -0.057 -1.420
N -0.721 -0.746 -2.170
C -0.468 -2.060 -2.744
C 0.777 -2.533 -2.300
C 1.562 -1.813 -1.306
H 2.652 -2.174 -1.156
H 1.154 -3.485 -2.694
H -1.181 -2.592 -3.224
H -0.463 0.771 -1.291
H 2.565 -0.239 0.421
H 2.466 1.210 -0.532
C 1.191 2.437 1.309
C 0.778 3.206 -0.007
C 1.578 3.586 -1.055
C 1.267 4.374 -2.108
C -0.299 4.466 -2.410
C -0.916 3.932 -1.514
C -0.546 3.185 -0.397
H -1.149 2.828 0.393
H -2.322 3.838 -1.896
H -0.601 4.831 -3.239
H 1.756 4.869 -2.647
H 2.704 3.591 -0.917
H 2.376 2.703 1.363
H 0.689 2.692 2.098
N 0.172 -1.119 1.472
C -0.899 -2.007 1.766
C -2.104 -1.840 2.002
C -3.091 -2.770 2.290
C -2.605 -4.097 2.229
C -1.135 -4.539 1.827
C -0.519 -3.411 1.707
Cl 1.562 -3.749 1.583
H -0.851 -5.441 1.900
H -3.123 -4.905 2.230
H -3.965 -2.660 2.524
H -2.222 -0.674 2.026
H 1.088 -1.354 1.317
*
```

Results
* maximum force: 18.39 eV/A
* HOMO: -8.27 eV
* E_LUMO: 0.31 eV
* gap between HOMO and LUMO: 8.58 eV

These are the natural (NBO) partial charges, in e, on atoms 1 to 4: -0.2167 0.2940 -0.4356 -0.2323


Q: Among the records above, which one has the highest gap between HOMO and LUMO?
A: C20H18ClFN2O3S